1.
Density functional theory data (wB97M-V/def2-TZVPD) for 3 unconnected molecules or ions with the total composition C23H41N2O8S4.

Positions of all 78 atoms, in Å:
S (-7.96, -1.82, -0.21)
S (2.40, 3.03, -3.88)
S (7.59, -0.48, -2.31)
S (-5.15, -1.51, -0.88)
O (3.40, 4.04, -3.15)
O (2.76, 1.70, -3.50)
O (8.02, 0.96, -2.84)
O (7.57, -0.45, -0.89)
O (6.08, -0.45, -2.85)
O (2.26, 3.40, -5.24)
O (8.29, -1.48, -3.02)
O (1.07, 3.44, -3.09)
N (1.67, 0.29, 0.62)
N (-6.00, -1.84, 1.64)
C (1.94, -0.02, 4.85)
C (2.31, -1.83, -1.60)
C (1.39, 4.33, -2.01)
C (0.59, 0.11, -1.54)
C (0.85, -1.38, -1.87)
C (-6.77, -1.02, 2.59)
C (-0.68, 0.45, 0.67)
C (7.01, 1.51, -3.70)
C (-6.85, 0.44, 2.13)
C (-5.17, -3.42, 3.36)
C (-2.04, 0.55, 0.03)
C (0.65, 0.55, 2.73)
C (-5.90, -3.25, 2.03)
C (0.51, 0.29, -0.06)
C (-0.58, 0.57, 2.06)
C (2.64, 5.06, -2.47)
C (-6.43, -1.73, 0.30)
C (-2.54, -0.72, -0.70)
C (5.72, 0.90, -3.19)
C (-3.61, -1.50, 0.09)
C (2.41, -2.80, -0.42)
C (1.78, 0.41, 1.96)
C (0.74, 0.70, 4.22)
H (0.56, 5.00, -1.82)
H (3.38, -2.76, 0.07)
H (-5.81, -3.10, 4.17)
H (-2.74, 0.77, 0.83)
H (0.83, 1.75, 4.47)
H (-6.86, -3.76, 2.03)
H (-6.97, 1.07, 3.01)
H (2.98, -0.98, -1.49)
H (4.93, 0.89, -3.93)
H (3.23, 5.46, -1.64)
H (1.59, 3.73, -1.11)
H (-3.80, -1.05, 1.06)
H (-0.30, 0.52, -2.00)
H (0.57, -1.60, -2.89)
H (2.78, 0.40, 2.36)
H (7.22, 1.20, -4.73)
H (0.22, -1.98, -1.22)
H (2.40, 5.85, -3.17)
H (-2.07, 1.39, -0.65)
H (-3.31, -2.54, 0.20)
H (2.10, -0.98, 4.38)
H (-2.99, -0.38, -1.63)
H (2.22, -3.81, -0.75)
H (-4.30, -2.77, 3.36)
H (1.79, -0.17, 5.91)
H (-0.17, 0.34, 4.70)
H (2.54, 0.19, 0.10)
H (-1.48, 0.68, 2.64)
H (1.45, 0.68, -1.89)
H (7.01, 2.59, -3.64)
H (2.86, 0.55, 4.72)
H (5.37, 1.40, -2.29)
H (2.62, -2.37, -2.49)
H (-7.77, -1.42, 2.75)
H (-4.84, -4.45, 3.49)
H (1.66, -2.59, 0.34)
H (-6.21, -1.00, 3.52)
H (-5.29, -3.74, 1.27)
H (-7.66, 0.61, 1.43)
H (-5.91, 0.73, 1.66)
H (-1.74, -1.39, -0.99)

Results
HOMO level = -0.38626 Eh
Electronic energy = -3204.883299 Ha
Net charge = +1
HOMO-LUMO gap = 6.597 eV
Maximum force = 0.018 Eh/bohr

Atomic partial charges in e from the Löwdin method, atoms 1 to 2: number 1, S, carries 0.727; number 2, S, carries 0.603

2.
Density functional theory data (wB97M-V/def2-TZVPD) for 5 unconnected molecules or ions with the total composition C10H15N5 in a non-equilibrium geometry.

Positions of all 30 atoms, in Å:
N (-25.05, 20.19, -4.31)
N (-19.57, 20.43, -5.48)
N (-14.54, 21.56, -0.42)
N (-18.20, 23.96, -1.21)
N (-16.37, 24.15, -5.48)
C (-22.64, 21.09, -3.83)
C (-17.86, 21.71, -4.00)
C (-17.37, 22.02, 0.31)
C (-16.03, 24.96, -4.73)
C (-14.09, 22.60, -2.76)
C (-17.84, 23.10, -0.55)
C (-24.00, 20.59, -4.11)
C (-18.82, 20.98, -4.83)
C (-14.34, 22.04, -1.44)
C (-15.59, 26.00, -3.84)
H (-16.31, 21.79, 0.21)
H (-16.12, 26.93, -4.01)
H (-14.55, 26.23, -4.10)
H (-15.57, 25.77, -2.78)
H (-18.18, 22.75, -4.01)
H (-17.82, 21.36, -2.97)
H (-17.91, 21.09, 0.14)
H (-15.10, 22.72, -3.17)
H (-22.10, 21.21, -4.76)
H (-22.75, 22.03, -3.29)
H (-22.13, 20.36, -3.21)
H (-13.77, 21.71, -3.33)
H (-17.57, 22.31, 1.34)
H (-16.89, 21.60, -4.47)
H (-13.39, 23.41, -2.85)

Results
HOMO level = -0.41793 Eh
Electronic energy = -663.760468 Ha
SMILES string = CC#N.CC#N.CC#N.CC#N.CC#N
HOMO-LUMO gap = 11.544 eV
Maximum force = 0.045 Eh/bohr
Relative energy (zero: lowest compared OMol25 entry of this formula, charge and spin) = 1.2852 eV

Atomic partial charges in e from the Löwdin method, atoms 1 to 2: number 1, N, carries 0.116; number 2, N, carries 0.135

3.
Density functional theory data (wB97M-V/def2-TZVPD) for 8 unconnected molecules or ions with the total composition C54H75F2N14O7S2 in a non-equilibrium geometry.

Positions of all 154 atoms, in Å:
S (-3.17, -1.42, 2.59)
S (-2.33, -2.47, 4.50)
F (-2.64, -1.02, 1.12)
F (-0.94, -2.52, 5.33)
O (-3.75, -0.22, 3.21)
O (-0.06, 1.43, -2.07)
O (0.31, -0.30, -0.82)
O (-1.63, 0.08, -1.39)
O (-3.06, -1.59, 5.42)
O (-2.67, -3.88, 4.51)
O (-4.11, -2.46, 2.13)
N (-3.92, 8.59, -1.69)
N (-2.03, -8.20, 3.50)
N (4.66, 3.12, 0.79)
N (2.63, 2.05, -3.78)
N (-0.44, -3.97, -1.95)
N (3.96, -8.48, 0.66)
N (2.26, 4.13, -4.57)
N (5.72, 5.12, 0.88)
N (-3.05, 3.82, 2.69)
N (1.42, -2.17, 2.26)
N (-1.67, -1.91, 3.23)
N (-0.45, 0.46, -1.44)
N (-4.91, 3.81, 3.97)
N (-2.35, 2.05, -4.11)
C (4.50, -7.36, 0.08)
C (-1.08, -3.45, -0.86)
C (-3.28, 5.98, -2.65)
C (-1.72, -6.87, 3.75)
C (3.53, 2.93, -3.23)
C (-2.18, -8.93, 4.72)
C (-1.46, -6.04, 2.67)
C (-3.15, 2.17, -2.95)
C (1.15, -0.79, 2.74)
C (-1.42, -6.58, 1.33)
C (-1.44, 2.19, 1.57)
C (0.22, -3.12, -2.92)
C (2.82, -6.00, 1.05)
C (-2.11, -8.69, 2.24)
C (-2.77, 4.17, 3.99)
C (-1.99, 0.71, -4.60)
C (6.00, 6.48, 1.34)
C (-3.36, 3.43, -2.48)
C (1.23, -3.22, 3.08)
C (1.87, -2.39, 0.99)
C (4.71, -9.76, 0.62)
C (-3.87, 4.19, 4.83)
C (2.34, 2.48, 0.14)
C (-1.87, 3.19, -4.77)
C (6.56, 4.29, 0.16)
C (3.73, -0.22, -4.19)
C (2.81, -8.45, 1.34)
C (1.87, 2.81, -4.63)
C (2.25, -4.70, 1.45)
C (-2.88, 4.62, -3.10)
C (-6.29, 3.49, 4.33)
C (-1.06, -5.67, 0.16)
C (-2.22, 3.55, 1.57)
C (-0.51, -6.18, -1.03)
C (3.30, 4.23, -3.65)
C (3.94, -6.14, 0.23)
C (2.53, 0.61, -3.59)
C (-3.43, 6.24, -1.30)
C (5.84, 3.03, 0.09)
C (-0.24, -5.32, -2.07)
C (-4.41, 3.51, 2.72)
C (1.74, -4.48, 2.73)
C (-3.59, 7.05, -3.52)
C (3.65, 2.15, 0.98)
C (-4.47, 9.91, -1.26)
C (2.28, -3.63, 0.55)
C (-1.37, -4.30, 0.26)
C (-3.90, 8.34, -2.99)
C (-2.18, 4.46, -4.31)
C (4.67, 4.38, 1.33)
C (-3.74, 7.53, -0.83)
C (2.24, -7.19, 1.58)
C (-1.75, -7.91, 1.15)
C (1.58, 5.29, -5.02)
H (-2.76, 0.05, -4.20)
H (-4.64, 9.94, -0.19)
H (0.40, -0.39, 2.06)
H (0.25, -5.55, -3.01)
H (2.75, -3.77, -0.41)
H (3.87, 4.83, 1.90)
H (-3.65, 1.33, -2.49)
H (4.71, -10.11, -0.41)
H (-3.95, 9.17, -3.68)
H (-2.87, 3.61, 0.69)
H (3.85, 5.13, -3.43)
H (0.21, -3.64, -3.88)
H (3.81, -0.12, -5.28)
H (-1.01, 0.47, -4.20)
H (-1.87, 5.27, -4.95)
H (-3.50, 6.89, -4.58)
H (-3.41, 5.48, -0.53)
H (-2.02, -9.98, 4.47)
H (4.48, -5.30, -0.20)
H (-2.09, 1.37, 1.24)
H (3.65, -1.28, -3.98)
H (4.34, 2.60, -2.60)
H (-0.37, -7.24, -1.19)
H (-1.82, -3.82, 1.12)
H (2.45, 0.38, -2.53)
H (-2.47, -9.70, 2.15)
H (-0.64, 2.19, 0.83)
H (-3.70, 10.62, -1.57)
H (2.09, -0.25, 2.66)
H (-0.40, -2.22, -2.91)
H (7.03, 6.74, 1.09)
H (1.46, -7.12, 2.32)
H (-5.41, 10.09, -1.77)
H (5.83, 6.56, 2.41)
H (-1.72, 4.36, 4.13)
H (1.69, -5.33, 3.39)
H (-6.90, 4.39, 4.23)
H (-1.56, 4.41, 1.44)
H (-1.23, -2.38, -0.86)
H (-4.11, 3.49, -1.70)
H (-1.85, 0.73, -5.68)
H (2.32, 5.70, -5.71)
H (1.58, 0.23, -3.96)
H (-1.08, 1.99, 2.58)
H (-1.23, -5.00, 2.79)
H (-3.96, 4.53, 5.86)
H (1.61, 1.72, 0.39)
H (1.22, -2.85, -2.59)
H (1.05, 2.47, -5.24)
H (0.64, 5.07, -5.53)
H (-6.27, 3.22, 5.38)
H (6.05, 2.11, -0.45)
H (2.55, 2.24, -0.90)
H (-1.27, -8.62, 5.23)
H (1.92, 3.48, 0.19)
H (4.69, 0.11, -3.80)
H (1.41, 5.92, -4.15)
H (2.40, -9.32, 1.82)
H (-1.66, -6.52, 4.77)
H (1.95, -1.50, 0.38)
H (0.74, -2.95, 4.00)
H (3.45, 2.01, 2.04)
H (5.42, -7.65, -0.42)
H (7.52, 4.56, -0.24)
H (-5.02, 3.07, 1.95)
H (5.33, 7.12, 0.75)
H (5.71, -9.46, 0.95)
H (-1.58, -8.35, 0.18)
H (0.79, -0.83, 3.77)
H (4.30, -10.55, 1.26)
H (-3.85, 7.82, 0.20)
H (4.06, 1.20, 0.65)
H (-3.11, -8.66, 5.22)
H (-6.63, 2.64, 3.73)
H (-1.43, 3.00, -5.74)

Results
HOMO level (spin up / spin down) = -0.84152 / -0.84151 Eh
Electronic energy = -4388.194815 Ha
Expectation value of S² = 0.767
2S+1 = 2
Net charge = +8
HOMO-LUMO gap (spin up / spin down) = 5.152 / 1.189 eV
Maximum force = 0.193 Eh/bohr

Atomic partial charges in e from the Löwdin method, atoms 1 to 2: number 1, S, carries 0.585; number 2, S, carries 0.448

4.
Density functional theory data (wB97M-V/def2-TZVPD) for 9 unconnected molecules or ions with the total composition C6H29NO8 in a non-equilibrium geometry.

Positions of all 44 atoms, in Å:
O (1.49, -4.16, 0.47)
O (-3.07, 2.59, 1.39)
O (-2.29, 1.41, -2.33)
O (0.30, 1.19, -2.98)
O (1.90, -0.95, -3.21)
O (-0.50, -2.92, 1.52)
O (3.39, -2.63, -1.29)
O (-3.20, -0.22, -0.46)
N (0.64, 2.09, 0.12)
C (-1.46, -0.06, 2.75)
C (0.15, -0.23, -0.21)
C (0.64, 0.78, 0.50)
C (-0.25, 0.96, 2.96)
C (0.95, 0.54, 2.02)
C (1.70, 3.05, 0.36)
H (2.48, -2.30, -1.22)
H (-1.16, -1.11, 2.89)
H (-3.17, 1.93, 0.77)
H (-0.06, -0.21, -1.21)
H (2.62, 2.78, 0.93)
H (-1.33, 1.32, -2.41)
H (0.07, 0.76, 3.99)
H (3.23, -3.43, -0.72)
H (-2.43, -0.84, -0.55)
H (0.17, 2.27, -0.85)
H (-0.53, 2.00, 2.83)
H (-2.49, 1.88, -3.20)
H (-1.84, 0.11, 1.73)
H (-2.29, 0.24, 3.44)
H (-2.17, 2.76, 1.42)
H (0.97, 1.36, -3.62)
H (0.28, -1.21, 0.10)
H (-0.41, -1.94, 1.82)
H (0.80, -4.12, -0.20)
H (-3.26, 0.30, -1.31)
H (-0.81, -3.42, 2.28)
H (1.04, -0.56, 2.18)
H (1.60, -1.22, -4.05)
H (1.27, 3.67, 1.22)
H (2.48, -1.65, -2.86)
H (1.90, 1.00, 2.28)
H (1.87, 3.59, -0.59)
H (0.77, 0.42, -2.43)
H (1.17, -3.74, 1.24)

Results
HOMO level = -0.30341 Eh
Electronic energy = -902.584901 Ha
SMILES string = C=C(CCC)NC.O.O.O.O.O.O.O.O
HOMO-LUMO gap = 8.476 eV
Maximum force = 0.070 Eh/bohr
Relative energy (zero: lowest compared OMol25 entry of this formula, charge and spin) = 3.9197 eV

Atomic partial charges in e from the Löwdin method, atoms 1 to 2: number 1, O, carries -0.047; number 2, O, carries 0.014

5.
Density functional theory data (wB97M-V/def2-TZVPD) for 2 unconnected molecules or ions with the total composition C3H6Cl2N2O in a non-equilibrium geometry.

Positions of all 14 atoms, in Å:
Cl (-2.84, 1.93, 1.29)
Cl (-1.52, 4.44, 1.00)
O (0.67, 2.00, 2.06)
N (-0.48, -0.37, 0.55)
N (0.46, -1.16, 1.14)
C (-0.39, -0.12, -0.85)
C (-0.26, 2.03, 1.34)
C (-1.31, 2.63, 0.67)
H (-1.22, 0.45, -1.17)
H (-0.46, -1.09, -1.31)
H (1.28, -1.16, 0.62)
H (0.58, 0.35, -1.07)
H (-1.09, 2.46, -0.48)
H (0.46, -1.07, 2.13)

Results
HOMO level (spin up / spin down) = -0.26468 / -0.28672 Eh
Electronic energy = -1222.867980 Ha
HOMO-LUMO gap (spin up / spin down) = 7.290 / 7.958 eV
Maximum force = 0.066 Eh/bohr
Relative energy (zero: lowest compared OMol25 entry of this formula, charge and spin) = 4.0890 eV

Atomic partial charges in e from the Löwdin method, atoms 1 to 2: number 1, Cl, carries 0.607; number 2, Cl, carries 0.475

6.
Density functional theory data (wB97M-V/def2-TZVPD) for 4 unconnected molecules or ions with the total composition C6H19INO3 in a non-equilibrium geometry.

Positions of all 30 atoms, in Å:
I (-3.05, -1.13, 1.31)
O (-8.09, 1.60, -0.96)
O (-4.55, -1.78, -4.28)
O (5.50, 0.01, 3.14)
N (3.12, -1.28, 2.83)
C (-4.96, -0.63, -4.92)
C (4.13, -1.47, 1.90)
C (3.42, -1.88, 0.54)
C (-7.71, 2.83, -1.55)
C (6.34, 1.18, 3.23)
C (5.10, -0.35, 1.95)
H (5.85, 2.13, 3.02)
H (4.67, 0.45, 1.35)
H (2.93, -1.00, 0.11)
H (-4.87, -0.72, -6.00)
H (2.22, -1.42, 2.39)
H (-5.95, -0.28, -4.62)
H (4.17, -2.21, -0.17)
H (5.98, -0.62, 1.36)
H (-4.26, 0.15, -4.62)
H (2.78, -2.74, 0.75)
H (4.80, -2.19, 2.37)
H (2.99, -0.30, 3.04)
H (6.84, 1.35, 4.19)
H (-4.46, -1.52, -3.37)
H (-7.87, 2.76, -2.62)
H (-7.34, 1.14, -0.59)
H (7.21, 1.13, 2.58)
H (-8.24, 3.66, -1.08)
H (-6.70, 3.13, -1.29)

Results
HOMO level = -0.12956 Eh
Electronic energy = -818.148666 Ha
Net charge = -1
HOMO-LUMO gap = 6.014 eV
Maximum force = 0.111 Eh/bohr
Relative energy (zero: lowest compared OMol25 entry of this formula, charge and spin) = 2.1968 eV

Atomic partial charges in e from the Löwdin method, atoms 1 to 2: number 1, I, carries -0.992; number 2, O, carries -0.120